*A*
Density functional theory data (ωB97M-V/def2-TZVPD) for a 2-piece molecular cluster, C3H6NO3 overall.

The geometry in ORCA input format:
```
! wB97M-V def2-TZVPD RIJCOSX def2/J DEFGRID3
* xyz 1 1
C -0.7550 -2.8532 -1.5636
C -0.1279 1.8443 0.5178
C 0.2279 0.4490 0.9482
N -0.0013 0.7997 -0.5101
O -0.7236 -1.7552 -1.2413
O -0.8369 -3.9052 -1.9241
O 1.5350 0.3336 1.3042
H -1.1011 2.1695 0.7799
H 0.6179 2.4984 0.5597
H -0.3534 -0.4421 1.3930
H -0.8857 0.4242 -0.8372
H 0.8151 0.9944 -1.0479
H 1.5890 -0.5575 1.6215
*
```

For the molecular weight, the calculation gives 104.08 g mol⁻¹. For the HOMO energy, the calculation gives -16.14 eV. Its LUMO energy is -3.4 eV.

Here are the Mulliken charges for atoms 1 to 5, given in e: 0.572, -0.578, 0.316, -0.177, -0.360

---

*B*
Density functional theory data (ωB97M-V/def2-TZVPD) for a 2-piece molecular cluster, C3H6NO3 overall.

The geometry in ORCA input format:
```
! wB97M-V def2-TZVPD RIJCOSX def2/J DEFGRID3
* xyz 1 1
C -1.2392 -0.8985 0.0495
C -1.4081 0.8114 -1.0830
C -1.2968 0.5645 0.3562
N 1.1477 -0.9839 0.8051
O -1.4335 -1.9941 0.4336
O -1.2712 -0.6482 -1.3377
O -1.2748 1.4330 1.2724
H -2.4229 1.1345 -1.2939
H -0.6536 1.5254 -1.4949
H 1.1297 -1.3104 1.8389
H 1.9538 -0.3733 0.7242
H 1.2298 -1.8927 0.2262
H -1.4817 1.3421 2.2818
*
```

For the molecular weight, the calculation gives 104.08 g mol⁻¹. For the HOMO energy, the calculation gives -15.07 eV. Its LUMO energy is -7.1 eV.

Here are the Mulliken charges for atoms 1 to 5, given in e: 0.726, -0.272, 0.459, -0.772, -0.423

---

Most stable structure - *A*; separation to the second - 2.654 eV.

---

*A*
Density functional theory data (ωB97M-V/def2-TZVPD) for a 2-piece molecular cluster, CH6S3 overall.

The geometry in ORCA input format:
```
! wB97M-V def2-TZVPD RIJCOSX def2/J DEFGRID3
* xyz 0 1
C 0.2482 1.9437 1.9669
S -0.3246 0.2727 1.5258
S -1.2889 0.5523 -0.2269
H 0.3369 1.9668 3.0521
H -0.4726 2.6584 1.5793
H 1.2272 2.1294 1.5318
H -0.2772 0.6907 -1.1129
S 1.2782 -1.8159 -2.0554
H 2.5795 -1.6607 -2.2828
H 0.9132 -1.4290 -3.2768
*
```

For the molecular weight, the calculation gives 114.26 g mol⁻¹. As for the SMILES: CSS.S. For the HOMO energy, the calculation gives -8.85 eV. Its LUMO energy is 0.6 eV.

Here are the Mulliken charges for atoms 1 to 5, given in e: -0.735, -0.021, -0.200, 0.264, 0.280

---

*B*
Density functional theory data (ωB97M-V/def2-TZVPD) for a 2-piece molecular cluster, CH6S3 overall.

The geometry in ORCA input format:
```
! wB97M-V def2-TZVPD RIJCOSX def2/J DEFGRID3
* xyz 0 1
C 0.9530 -0.6292 1.6269
S -0.0276 -1.9936 0.9780
H 1.7861 -0.3639 0.9826
H 1.4065 -0.9939 2.5398
H 0.3574 0.2609 1.7891
H -0.3349 -1.4831 -0.2212
S -1.3437 0.1908 -1.9920
S -0.7607 1.8905 -0.9810
H -0.5537 0.3232 -3.0691
H -1.4825 2.7982 -1.6530
*
```

For the molecular weight, the calculation gives 114.26 g mol⁻¹. As for the SMILES: CS.SS. For the HOMO energy, the calculation gives -8.84 eV. Its LUMO energy is 0.2 eV.

Here are the Mulliken charges for atoms 1 to 5, given in e: -0.730, -0.133, 0.283, 0.288, 0.247

---

Most stable structure - *A*; separation to the second - 0.122 eV.

---

*A*
Density functional theory data (ωB97M-V/def2-TZVPD) for a 14-piece molecular cluster, C56H84O28 overall.

The geometry in ORCA input format:
```
! wB97M-V def2-TZVPD RIJCOSX def2/J DEFGRID3
* xyz 0 1
O -0.5513 7.4231 -2.3167
C 0.2766 6.5595 -2.1210
O 0.5777 5.6696 -3.0995
C 1.7101 4.8928 -2.6849
C 1.6870 4.8789 -1.1775
C 1.1634 6.3055 -0.9367
H 2.5317 5.4617 -3.1267
H 1.6609 3.8698 -3.0805
H 2.6362 4.7183 -0.6951
H 0.9200 4.1799 -0.8152
H 1.9396 7.0909 -0.9382
H 0.6188 6.4273 0.0076
O 3.8817 -1.1181 0.5968
C 4.5535 -0.5899 1.4270
O 5.8614 -0.6084 1.3868
C 6.3665 0.2488 2.4769
C 5.2572 0.2454 3.5296
C 4.0553 0.1400 2.5740
H 6.5498 1.1972 2.0210
H 7.3043 -0.1791 2.8460
H 5.4049 1.2016 4.0203
H 5.2638 -0.6278 4.1922
H 3.8312 1.1382 2.1645
H 3.1080 -0.2818 2.9025
O 2.7199 -3.1632 -4.8927
C 2.0931 -2.1456 -4.9812
O 2.5114 -1.0268 -4.3274
C 1.5240 0.0744 -4.5196
C 0.7824 -0.3608 -5.8033
C 0.8638 -1.8543 -5.8101
H 2.0917 0.9917 -4.6257
H 0.7625 0.0884 -3.7423
H 1.3259 0.0346 -6.6770
H -0.1974 0.1052 -5.7870
H 0.9131 -2.4127 -6.7531
H -0.0251 -2.1383 -5.2937
O -2.7904 -4.4433 2.9874
C -2.8779 -4.2978 1.7856
O -4.0882 -4.1878 1.2154
C -3.8850 -3.7776 -0.1457
C -2.4817 -4.2238 -0.5492
C -1.7797 -4.4244 0.7998
H -3.8750 -2.6870 -0.2518
H -4.6972 -4.1886 -0.7309
H -2.0023 -3.4740 -1.1256
H -2.4898 -5.1537 -1.0885
H -0.8518 -3.8204 0.9571
H -1.3697 -5.3982 0.9559
O -0.8006 2.1623 -2.5061
C -1.7718 2.7903 -2.8297
O -2.2874 2.6277 -4.0529
C -3.4276 3.5892 -4.3053
C -3.6870 4.2032 -2.8961
C -2.4386 3.8464 -2.0458
H -4.2897 2.9526 -4.5638
H -3.1422 4.2410 -5.1192
H -4.5432 3.7325 -2.3858
H -3.9344 5.2552 -2.9694
H -2.6733 3.5631 -1.0205
H -1.8219 4.7312 -2.0337
O -8.2440 -1.8965 5.3542
C -7.6019 -2.0439 4.3577
O -7.7744 -3.0583 3.5104
C -6.9853 -2.8705 2.2948
C -5.7564 -2.1846 2.8511
C -6.3429 -1.2309 3.8936
H -7.4781 -2.2047 1.5823
H -6.8061 -3.8462 1.8242
H -5.2446 -1.6367 2.0778
H -5.0915 -2.8956 3.3600
H -6.6809 -0.3645 3.3451
H -5.6966 -0.9021 4.6878
O -4.5410 1.2421 -2.7133
C -4.1264 0.1989 -3.1981
O -4.2155 -0.0142 -4.4895
C -3.4381 -1.2133 -4.8230
C -2.6160 -1.4961 -3.5464
C -3.5381 -0.9710 -2.5115
H -2.9119 -1.0611 -5.7462
H -4.1450 -2.0434 -5.0129
H -1.6739 -0.9322 -3.5258
H -2.3850 -2.5492 -3.4013
H -2.9694 -0.6976 -1.6181
H -4.3606 -1.5995 -2.2141
O 2.5739 3.9807 1.8610
C 3.7168 4.2821 1.9872
O 4.6234 3.4649 2.5154
C 5.9042 4.0306 2.4506
C 5.7524 5.5216 2.4670
C 4.3976 5.6522 1.6890
H 6.3664 3.7090 1.5140
H 6.4455 3.5336 3.2373
H 6.5045 6.1992 2.0303
H 5.5754 5.8941 3.4802
H 4.4412 5.7291 0.6122
H 3.7144 6.4242 2.0348
O 6.8109 3.0236 -0.9015
C 5.7571 2.4637 -1.1695
O 4.7233 2.5022 -0.3421
C 3.5861 1.8220 -0.9807
C 4.1797 0.8867 -2.0120
C 5.4121 1.7011 -2.4609
H 2.9885 2.5885 -1.4393
H 3.0943 1.2621 -0.2154
H 3.5652 0.4853 -2.8296
H 4.5245 0.0126 -1.5095
H 5.1642 2.5033 -3.1589
H 6.2574 1.1068 -2.8314
O 1.3208 -3.5966 1.4761
C 2.2531 -4.0535 2.0922
O 2.4418 -5.3562 2.2761
C 3.5441 -5.5618 3.1244
C 3.6922 -4.2420 3.8347
C 3.3575 -3.2616 2.7693
H 4.5144 -5.8277 2.6136
H 3.2741 -6.3743 3.7929
H 4.7309 -4.1815 4.2046
H 3.0081 -4.1147 4.6571
H 4.1620 -3.0669 2.0351
H 2.9159 -2.3031 2.9914
O 0.3685 -2.3864 -2.5067
C 1.0568 -3.2456 -2.0964
O 0.4963 -4.4775 -1.8438
C 1.4908 -5.3326 -1.2371
C 2.7996 -4.6294 -1.5320
C 2.4797 -3.1902 -1.6283
H 1.3473 -6.3669 -1.6527
H 1.2780 -5.3984 -0.1521
H 3.1906 -5.0087 -2.4802
H 3.5650 -4.9286 -0.8049
H 3.0818 -2.5805 -2.2723
H 2.3846 -2.7787 -0.5759
O 0.9276 -1.4908 3.7705
C -0.1764 -1.1034 3.9138
O -0.4094 0.1990 3.9796
C -1.7954 0.4562 4.2057
C -2.5329 -0.8965 4.1695
C -1.4577 -1.9172 4.2225
H -2.2077 1.0277 3.3960
H -1.8476 0.9549 5.1617
H -3.0312 -1.0198 3.2063
H -3.3172 -0.9365 4.8862
H -1.5419 -2.7373 3.5110
H -1.3126 -2.3890 5.2094
O -2.4887 -0.8956 0.7883
C -1.4050 -0.3911 0.7310
O -1.0944 0.9173 0.9695
C 0.3174 1.1452 0.7584
C 0.7924 -0.0385 -0.1246
C -0.1195 -1.1060 0.3748
H 0.7570 1.0662 1.7410
H 0.3771 2.0759 0.2281
H 1.8505 -0.2998 -0.0523
H 0.6227 0.1729 -1.1807
H 0.2523 -1.5240 1.3045
H -0.3581 -1.9306 -0.2516
O -7.5408 0.4830 0.7810
C -6.5262 1.1315 0.9201
O -6.4681 2.2154 1.7461
C -5.1893 2.8241 1.5411
C -4.2680 1.7270 1.1388
C -5.1895 0.9227 0.2511
H -4.9544 3.3505 2.4606
H -5.1405 3.5169 0.6989
H -4.0311 1.0254 1.9570
H -3.3126 2.0690 0.7039
H -5.0144 -0.1382 0.1819
H -5.3429 1.2348 -0.7729
*
```

For the molecular weight, the calculation gives 1205.26 g mol⁻¹. For the HOMO energy, the calculation gives -9.42 eV. Its LUMO energy is 0.2 eV.

Here are the Mulliken charges for atoms 1 to 5, given in e: -0.632, 0.469, -0.371, -0.066, 0.898

---

*B*
Density functional theory data (ωB97M-V/def2-TZVPD) for a 14-piece molecular cluster, C56H84O28 overall.

The geometry in ORCA input format:
```
! wB97M-V def2-TZVPD RIJCOSX def2/J DEFGRID3
* xyz 0 1
O -1.8956 5.2201 0.7609
C -2.3249 4.4085 -0.0497
O -1.7943 4.2754 -1.1702
C -2.2735 3.1280 -1.9151
C -3.5108 2.6184 -1.1530
C -3.2880 3.2484 0.1817
H -1.5258 2.3374 -1.9781
H -2.4252 3.5782 -2.8961
H -3.6441 1.5416 -1.0491
H -4.4075 3.1011 -1.5416
H -2.8520 2.6213 0.9594
H -4.1823 3.6493 0.6588
O -1.7294 -0.5638 -3.7765
C -2.6348 -1.2617 -3.3698
O -3.4464 -1.8588 -4.2163
C -4.4502 -2.6037 -3.4788
C -3.6766 -3.0340 -2.2396
C -2.9056 -1.7356 -1.9411
H -4.7763 -3.4862 -4.0292
H -5.2723 -1.9817 -3.1247
H -3.0051 -3.8472 -2.5150
H -4.3315 -3.3652 -1.4336
H -2.0355 -1.9302 -1.3142
H -3.3835 -0.8906 -1.4454
O 1.2706 -4.9060 2.0197
C 1.9440 -3.9470 1.8099
O 1.8299 -2.8767 2.6310
C 2.7903 -1.8201 2.4756
C 3.7301 -2.4895 1.4604
C 3.1004 -3.7020 0.8568
H 3.3442 -1.6317 3.3953
H 2.3810 -0.8653 2.1455
H 4.6122 -2.8507 1.9892
H 4.0557 -1.8095 0.6731
H 3.7449 -4.5786 0.7925
H 2.6996 -3.5133 -0.1391
O 2.1492 -0.7435 -5.1051
C 1.9368 -1.7209 -4.4382
O 2.4466 -1.8371 -3.1652
C 2.1221 -3.1181 -2.6121
C 1.6603 -3.9646 -3.8462
C 1.2411 -2.9581 -4.8810
H 1.2089 -3.0458 -2.0214
H 2.9353 -3.6322 -2.0996
H 0.8980 -4.6915 -3.5658
H 2.5475 -4.5219 -4.1468
H 0.1870 -2.6887 -4.8149
H 1.5882 -3.1239 -5.9008
O 2.6689 1.4221 3.8603
C 1.9028 0.9540 4.6938
O 1.7940 1.5589 5.8653
C 0.7925 0.9936 6.6800
C 0.0406 0.1607 5.6314
C 1.0713 -0.3315 4.6832
H 0.0681 1.6780 7.1216
H 1.3370 0.4135 7.4252
H -0.8128 0.6608 5.1735
H -0.4742 -0.6914 6.0752
H 0.7213 -0.5868 3.6829
H 1.6897 -1.1512 5.0488
O -5.8064 -0.5065 0.5291
C -6.9824 -0.1399 0.6458
O -7.9308 -0.9249 0.1028
C -9.2355 -0.3822 0.2634
C -8.9840 0.5544 1.4143
C -7.6134 1.1628 1.2314
H -10.0364 -1.0966 0.4541
H -9.6105 0.0400 -0.6689
H -9.2487 0.0295 2.3322
H -9.7253 1.3504 1.3435
H -7.1518 1.5468 2.1411
H -7.5517 1.9579 0.4884
O 0.5341 5.2725 1.7019
C 1.3100 5.0883 0.8052
O 1.1954 5.6342 -0.4257
C 2.2063 5.3208 -1.3307
C 2.8040 4.0477 -0.7385
C 2.5714 4.1651 0.7726
H 2.9191 6.1330 -1.4735
H 1.6773 5.2395 -2.2803
H 3.8622 4.0114 -0.9974
H 2.2593 3.2040 -1.1621
H 3.3638 4.7651 1.2201
H 2.4428 3.2406 1.3357
O -2.0559 4.8362 3.7362
C -2.7729 3.9659 4.2250
O -2.2545 2.7692 4.7070
C -3.4116 1.9104 5.0689
C -4.5519 2.4115 4.2304
C -4.2652 3.8753 3.9640
H -3.6048 1.9103 6.1417
H -3.1582 0.8699 4.8659
H -5.3857 2.2549 4.9147
H -4.7415 1.8706 3.3033
H -4.8146 4.5366 4.6340
H -4.5842 4.1451 2.9573
O 4.3044 0.9230 1.2706
C 5.4024 0.8021 1.8576
O 6.0842 -0.3358 1.9972
C 7.4525 -0.0450 2.1939
C 7.5173 1.4594 2.4869
C 6.1621 1.9612 2.3509
H 7.9688 -0.3221 1.2748
H 7.9909 -0.5277 3.0096
H 8.2728 1.9650 1.8854
H 7.9272 1.6679 3.4752
H 6.0040 2.8255 1.7058
H 5.7405 2.3516 3.2771
O -1.0721 -2.8421 4.5526
C -1.8408 -2.5428 3.5962
O -3.0193 -1.8252 3.7305
C -3.6465 -1.5602 2.4731
C -3.0477 -2.6711 1.6391
C -1.6091 -2.9271 2.1191
H -3.5358 -0.5275 2.1423
H -4.7273 -1.6343 2.5937
H -2.9761 -2.4190 0.5811
H -3.6684 -3.5651 1.6984
H -0.8217 -2.2645 1.7599
H -1.3102 -3.9565 1.9211
O 1.8598 3.2115 -7.8055
C 1.4200 3.1468 -6.5975
O 0.2245 2.7187 -6.3213
C 0.0539 2.2759 -5.0033
C 1.2667 2.8572 -4.2296
C 2.2655 3.1738 -5.3214
H -0.0165 1.1882 -5.0007
H -0.8569 2.7350 -4.6190
H 1.6939 2.0395 -3.6491
H 0.9846 3.7155 -3.6198
H 2.9980 2.3720 -5.4150
H 2.7733 4.1368 -5.3756
O 5.0120 3.5913 -3.4256
C 5.4152 2.5379 -3.8019
O 5.8273 2.3214 -5.1035
C 6.3950 1.0391 -5.2513
C 6.5815 0.5271 -3.8306
C 5.5976 1.2814 -2.9495
H 7.2706 0.8470 -5.8713
H 5.6455 0.3209 -5.5838
H 7.5608 0.7209 -3.3930
H 6.5320 -0.5591 -3.7538
H 5.9860 1.4534 -1.9456
H 4.6253 0.7995 -2.8470
O -1.4072 0.9212 2.0539
C -0.5286 0.7067 1.1445
O -0.7421 -0.3442 0.2945
C 0.4598 -0.5968 -0.4618
C 1.1408 0.7630 -0.5128
C 0.7192 1.4893 0.6958
H 0.3128 -1.0033 -1.4625
H 1.0184 -1.4022 0.0151
H 1.0582 1.2857 -1.4656
H 2.1675 0.4109 -0.4129
H 0.4137 2.4990 0.4214
H 1.5317 1.4358 1.4204
O -0.0076 -4.4210 -0.6518
C -0.6718 -5.4270 -0.5107
O -1.9798 -5.4350 0.0658
C -2.5427 -6.7046 0.2254
C -1.3694 -7.6381 -0.1603
C -0.4399 -6.8320 -1.0219
H -3.2975 -6.9232 -0.5300
H -2.9210 -6.8925 1.2303
H -1.8241 -8.4465 -0.7328
H -0.7957 -8.1582 0.6068
H -0.6934 -6.9282 -2.0777
H 0.6117 -7.0827 -0.8820
*
```

For the molecular weight, the calculation gives 1205.26 g mol⁻¹. For the HOMO energy, the calculation gives -8.63 eV. Its LUMO energy is 0.1 eV.

Here are the Mulliken charges for atoms 1 to 5, given in e: -0.610, 0.294, -0.366, 0.409, -0.112

---

Most stable structure - *A*; separation to the second - 5.653 eV.

---

*A*
Density functional theory data (ωB97M-V/def2-TZVPD) for a 2-piece molecular cluster, C4H11NO2 overall.

The geometry in ORCA input format:
```
! wB97M-V def2-TZVPD RIJCOSX def2/J DEFGRID3
* xyz -1 2
O 2.4330 -0.2614 -1.3244
C 1.6020 -1.0161 -0.7213
C 0.8927 -0.6769 0.5752
C -0.6476 -0.9079 0.5238
C -1.4833 0.2839 0.9885
N -2.8091 -0.1449 1.4461
H 1.0134 -1.8182 -1.2758
H 1.3849 -1.2514 1.3612
H 0.9685 0.3630 0.8977
H -0.8569 -1.6898 1.2712
H -0.9777 -1.3347 -0.4244
H -0.9604 0.7329 1.8314
H -1.5834 1.0295 0.1930
H -3.2775 0.6328 1.8667
H -3.4427 -0.5295 0.7678
H 0.4777 1.2763 -1.7934
H 1.3511 2.4640 -1.6468
O 0.4770 2.1563 -1.4053
*
```

For the molecular weight, the calculation gives 105.14 g mol⁻¹. For the HOMO energy (alpha / beta), the calculation gives 0.36 / -3.09 eV. Its LUMO energy (alpha / beta) is 3.8 / 3.8 eV. As for the expectation value of S²: 0.754.

Here are the Mulliken charges for atoms 1 to 5, given in e: -0.659, -0.640, -0.231, -0.719, -0.382

---

*B*
Density functional theory data (ωB97M-V/def2-TZVPD) for a 2-piece molecular cluster, C4H11NO2 overall.

The geometry in ORCA input format:
```
! wB97M-V def2-TZVPD RIJCOSX def2/J DEFGRID3
* xyz -1 2
C 1.5581 -1.0669 -1.1727
C 0.6598 -0.1725 -0.3656
N -0.6943 -0.2642 -0.5181
C -1.4145 0.9428 -0.0330
C -1.2496 -0.7556 -1.7821
O 1.1434 0.5783 0.4883
H 1.3327 -1.0143 -2.2313
H 2.5691 -0.7457 -0.9555
H 1.4551 -2.1188 -0.8889
H -1.2955 0.9857 1.0456
H -2.4582 0.8304 -0.3092
H -0.9861 1.8340 -0.4925
H -0.6069 -1.4985 -2.2593
H -2.1828 -1.2610 -1.5258
H -1.3571 0.0468 -2.5110
H 0.8562 0.8651 2.3536
H 0.0664 -0.1441 3.1544
O 0.2658 0.7778 3.1240
*
```

For the molecular weight, the calculation gives 105.14 g mol⁻¹. For the HOMO energy (alpha / beta), the calculation gives 1.07 / -5.97 eV. Its LUMO energy (alpha / beta) is 4.0 / 3.9 eV. As for the expectation value of S²: 0.750.

Here are the Mulliken charges for atoms 1 to 5, given in e: -2.248, -0.191, 1.190, -1.311, -3.317

---

Most stable structure - *B*; separation to the second - 0.735 eV.